{"formula": "C28H28IrN10O4S3", "method": "wB97M-V/def2-TZVPD", "gap_ha": [0.226, 0.182], "homo_energy_ha": [-0.4565, -0.4565], "energy_ev": -87915.4147, "total_charge": 2, "multiplicity": 2, "fmax_ev_per_a": 1.54, "s_squared": 0.77, "elements": ["Ir", "N", "C", "N", "C", "N", "N", "C", "C", "C", "C", "C", "C", "N", "C", "C", "C", "C", "C", "C", "H", "H", "H", "H", "H", "H", "H", "H", "H", "H", "H", "O", "C", "O", "H", "S", "C", "N", "C", "C", "C", "N", "H", "H", "H", "H", "H", "H", "H", "H", "N", "C", "C", "C", "C", "C", "C", "S", "O", "O", "N", "C", "S", "C", "C", "N", "H", "H", "H", "H", "H", "H", "H", "H"], "xyz": [[-0.189272, -0.549082, -0.803615], [2.755202, 1.036662, 1.777419], [2.049981, 0.776207, 0.691103], [1.220544, -0.247801, 0.618144], [0.944975, -1.042017, 1.729140], [0.072338, -2.020407, 1.654224], [-0.546384, -2.043334, 0.423126], [-1.442927, -2.911202, 0.125919], [-2.041447, -2.786463, -1.211412], [-2.971319, -3.690256, -1.698291], [-3.383119, -3.571699, -3.019966], [-2.829620, -2.580125, -3.812040], [-1.914913, -1.696921, -3.253009], [-1.546721, -1.780425, -1.980226], [1.673399, -0.761781, 2.948441], [1.467933, -1.491154, 4.127639], [2.144475, -1.142143, 5.272350], [3.029086, -0.057817, 5.266248], [3.246618, 0.674967, 4.119673], [2.566221, 0.317139, 2.959249], [3.258875, 1.917884, 1.792470], [2.198266, 1.383490, -0.190223], [-1.716341, -3.693176, 0.825241], [-3.354405, -4.474809, -1.059925], [-4.115966, -4.255900, -3.425391], [-3.111912, -2.467560, -4.848927], [-1.469517, -0.899651, -3.827927], [0.769395, -2.315933, 4.119140], [1.989944, -1.700218, 6.184948], [3.547984, 0.213996, 6.175428], [3.924817, 1.518138, 4.114362], [0.248392, 1.061508, -2.048417], [-0.887304, 1.533578, -2.485879], [-1.953151, 1.021788, -2.218499], [-0.801795, 2.432859, -3.107095], [1.455438, -1.546595, -2.193300], [1.545770, -3.169255, -1.544701], [0.871261, -4.148993, -2.123451], [0.946506, -5.553697, -1.702921], [2.268915, -5.797254, -0.997586], [2.470069, -4.758469, 0.092091], [2.298373, -3.421465, -0.487283], [0.365087, -3.898162, -2.959417], [0.851659, -6.172159, -2.593015], [0.103660, -5.776742, -1.044249], [3.087809, -5.742352, -1.716294], [2.276505, -6.795721, -0.564195], [3.473679, -4.812017, 0.508578], [1.755422, -4.889741, 0.908307], [2.828226, -2.641485, -0.131010], [-1.554769, 7.768577, -2.475513], [-1.138736, 6.862942, -1.566409], [0.009581, 6.077461, -1.809473], [0.443040, 5.172565, -0.875995], [-0.261220, 5.015866, 0.323943], [-1.406486, 5.777133, 0.575582], [-1.839090, 6.688721, -0.354133], [0.288417, 3.879400, 1.484975], [1.722795, 3.816721, 1.509309], [-0.443513, 4.005796, 2.714867], [-0.115353, 2.390461, 0.805035], [-1.236374, 1.803828, 1.029929], [-2.566016, 2.346011, 2.057855], [-3.443311, 0.971726, 1.640306], [-2.721627, 0.141070, 0.781480], [-1.507817, 0.575911, 0.444192], [-1.031823, 7.938102, -3.314907], [-2.341024, 8.364215, -2.290687], [0.564078, 6.214985, -2.728799], [1.342777, 4.598423, -1.054590], [-1.930137, 5.669117, 1.516111], [-2.712482, 7.294504, -0.150330], [-4.445224, 0.812219, 2.005516], [-3.106425, -0.770004, 0.346728]], "forces_ev_per_a": [[1.03, -1.07, -0.42], [-0.27, 0.15, -0.24], [0.23, -0.41, 0.26], [-0.39, 0.82, 0.21], [0.07, -0.32, -0.27], [0.15, 0.09, 0.06], [0.12, 0.22, 0.23], [-0.11, -0.03, -0.06], [0.32, -0.17, 0.00], [0.08, 0.05, -0.02], [0.01, 0.03, -0.02], [-0.01, -0.04, 0.02], [-0.06, 0.07, 0.03], [-0.42, 0.47, 0.62], [-0.04, 0.02, -0.01], [0.02, 0.02, 0.01], [0.00, 0.00, 0.00], [0.02, 0.02, 0.01], [-0.04, -0.04, -0.02], [0.02, -0.01, 0.00], [0.00, -0.08, 0.08], [-0.13, 0.10, 0.02], [-0.03, 0.01, 0.01], [0.00, 0.01, 0.02], [0.00, 0.00, -0.01], [0.02, -0.01, 0.00], [-0.05, 0.06, 0.01], [0.00, 0.00, -0.01], [0.00, 0.00, 0.00], [0.00, 0.00, 0.00], [0.01, 0.00, 0.00], [-0.39, 0.03, 0.16], [0.76, 0.07, 0.10], [-0.94, 0.30, -0.33], [0.09, 0.03, -0.06], [-0.01, 0.06, -0.01], [0.02, -0.03, 0.05], [0.02, 0.00, -0.01], [-0.01, 0.03, -0.05], [0.01, -0.04, 0.02], [0.01, 0.06, 0.01], [-0.02, 0.00, -0.02], [0.01, -0.01, 0.02], [0.01, -0.01, 0.01], [0.00, -0.01, 0.00], [0.00, 0.02, 0.00], [-0.01, 0.01, 0.00], [-0.01, -0.02, 0.01], [0.00, -0.01, -0.01], [0.00, -0.03, -0.01], [-0.03, 0.00, -0.04], [0.04, -0.07, 0.11], [-0.06, 0.07, 0.00], [0.03, 0.00, 0.06], [-0.03, 0.03, -0.14], [0.01, -0.06, 0.04], [0.04, 0.02, -0.09], [0.10, -0.24, 0.23], [0.04, -0.01, -0.02], [-0.07, 0.11, -0.02], [-0.19, -0.02, -0.22], [0.49, -0.10, -0.13], [0.01, 0.05, 0.05], [0.20, -0.22, -0.33], [-0.13, 0.35, -0.01], [-0.55, -0.24, 0.06], [0.01, 0.01, -0.01], [0.00, 0.01, 0.01], [-0.01, 0.00, -0.01], [-0.01, -0.01, 0.00], [0.01, -0.01, 0.00], [0.00, 0.01, -0.01], [0.00, -0.07, -0.01], [0.00, 0.02, 0.09]]}